Record 1
{
  "formula": "C6H7N3O2",
  "method": "the ωB97M-V functional and the def2-TZVPD basis",
  "species": ["C", "C", "C", "C", "C", "C", "H", "H", "H", "H", "H", "H", "H", "N", "N", "N", "O", "O"],
  "positions_angstrom": [[0.71, -1.10, -0.23], [1.85, -0.46, -0.12], [1.76, 0.87, 0.32], [0.67, 1.72, 0.30], [-0.60, 1.08, -0.10], [-0.64, -0.28, -0.16], [-0.02, -2.79, 0.44], [1.71, -2.80, 0.18], [2.86, -1.05, -0.53], [2.78, 1.40, 0.03], [0.73, 2.79, 0.59], [-1.58, 2.96, 0.06], [-2.50, 1.42, -0.32], [0.83, -2.50, -0.60], [-1.75, 1.95, -0.22], [-1.93, -0.91, 0.05], [-2.84, -0.29, -0.61], [-2.02, -2.00, 0.90]],
  "total_charge": 0,
  "homo_ha": -0.3249,
  "gap_ha": 0.2806,
  "de_lowest_kcal_mol": 187.5
}

Record 2
{
  "formula": "C18H31HgN3O4STa",
  "method": "the ωB97M-V functional and the def2-TZVPD basis",
  "species": ["N", "C", "O", "Hg", "Ta", "N", "N", "C", "C", "C", "C", "C", "C", "C", "C", "H", "H", "H", "H", "H", "H", "H", "H", "H", "H", "H", "H", "H", "H", "H", "H", "H", "H", "C", "H", "H", "H", "C", "H", "H", "H", "C", "C", "C", "C", "C", "C", "C", "S", "O", "O", "O", "H", "H", "H", "H", "H", "H", "H"],
  "positions_angstrom": [[1.09, -1.30, 0.42], [2.59, -2.45, 3.12], [2.26, -3.49, 3.45], [-0.17, -2.86, -0.68], [0.42, 0.02, -0.50], [-0.16, -1.01, -2.31], [1.86, 1.45, -0.74], [0.83, -1.48, -3.33], [3.29, 1.52, -0.33], [0.13, -2.26, -4.47], [1.61, -0.29, -3.93], [1.84, -2.43, -2.66], [3.36, 1.55, 1.21], [3.99, 2.77, -0.91], [4.03, 0.27, -0.85], [-0.72, -2.85, -4.08], [0.84, -2.96, -4.94], [-0.25, -1.59, -5.26], [0.92, 0.44, -4.39], [2.32, -0.61, -4.70], [2.16, 0.23, -3.12], [2.31, -1.95, -1.78], [2.63, -2.73, -3.37], [1.35, -3.38, -2.33], [2.74, 2.38, 1.61], [4.39, 1.70, 1.57], [2.98, 0.60, 1.62], [3.63, 3.71, -0.46], [3.85, 2.83, -2.01], [5.08, 2.71, -0.72], [5.09, 0.30, -0.52], [4.02, 0.26, -1.96], [3.55, -0.65, -0.49], [-1.33, -0.34, -2.90], [-2.16, -0.37, -2.18], [-1.16, 0.72, -3.17], [-1.70, -0.85, -3.82], [1.28, 2.72, -1.19], [0.19, 2.59, -1.34], [1.42, 3.55, -0.46], [1.68, 3.05, -2.17], [-6.73, -0.13, 4.86], [-5.37, -0.06, 4.25], [-4.30, 0.50, 4.98], [-3.02, 0.58, 4.41], [-2.80, 0.10, 3.11], [-3.87, -0.46, 2.39], [-5.14, -0.54, 2.96], [-1.20, 0.19, 2.32], [-0.33, 1.37, 2.79], [-0.35, -1.05, 2.59], [-1.38, 0.37, 0.62], [-6.70, -0.75, 5.79], [-7.09, 0.89, 5.11], [-7.47, -0.60, 4.17], [-4.46, 0.87, 5.98], [-2.21, 1.01, 4.97], [-3.71, -0.83, 1.39], [-5.95, -0.97, 2.38]],
  "s_squared": 0.7745,
  "total_charge": 2,
  "multiplicity": 2,
  "homo_ha": [-0.5149, -0.5145],
  "gap_ha": [0.1809, 0.1129],
  "de_lowest_kcal_mol": 151.8
}

Record 3
{
  "formula": "C6H9N",
  "method": "the ωB97M-V functional and the def2-TZVPD basis",
  "species": ["C", "C", "C", "C", "C", "C", "N", "H", "H", "H", "H", "H", "H", "H", "H", "H"],
  "positions_angstrom": [[-1.24, 1.38, -0.12], [-0.02, 0.58, 0.07], [0.15, -0.78, 0.10], [-1.02, -1.72, 0.31], [1.52, -1.09, -0.08], [2.22, 0.37, -0.26], [1.17, 1.20, -0.06], [-2.11, 0.75, 0.02], [-1.27, 1.79, -1.14], [-1.29, 2.21, 0.59], [-0.82, -2.77, 0.08], [-1.88, -1.41, -0.31], [-1.34, -1.68, 1.36], [1.58, -2.13, -0.52], [3.13, 1.08, -0.23], [1.22, 2.19, 0.19]],
  "total_charge": 0,
  "homo_ha": -0.2719,
  "gap_ha": 0.3077,
  "smiles": "Cc1cc[nH]c1C",
  "de_lowest_kcal_mol": 52.4
}

Record 4
{
  "formula": "C31H33Br2FIN3O2",
  "method": "the ωB97M-V functional and the def2-TZVPD basis",
  "species": ["C", "C", "C", "C", "C", "C", "C", "F", "C", "C", "Br", "C", "C", "Br", "C", "C", "C", "C", "I", "C", "C", "C", "O", "N", "C", "O", "H", "H", "H", "H", "H", "H", "H", "H", "H", "H", "H", "H", "H", "H", "H", "H", "H", "H", "H", "C", "N", "C", "C", "C", "C", "C", "C", "C", "C", "N", "C", "C", "C", "H", "H", "H", "H", "H", "H", "H", "H", "H", "H", "H", "H", "H", "H"],
  "positions_angstrom": [[6.22, 2.37, -3.01], [5.41, 1.47, -3.23], [4.80, 0.02, -3.43], [4.30, -0.56, -2.04], [2.84, -0.28, -1.67], [1.96, 0.59, -2.65], [1.17, -0.28, -3.72], [1.97, -1.30, -4.30], [2.27, -0.84, -0.36], [0.77, -0.64, 0.08], [0.56, 0.21, 1.87], [-0.17, -1.95, -0.11], [-0.11, -2.97, 1.09], [0.54, -2.92, -1.71], [3.22, -1.61, 0.50], [4.66, -1.88, 0.12], [5.22, -1.38, -1.17], [6.71, -1.75, -1.50], [6.88, -3.21, -3.15], [7.67, -0.52, -1.76], [7.71, 0.54, -0.57], [5.29, -2.74, 1.27], [6.44, -3.05, 1.53], [4.22, -3.19, 2.19], [3.08, -2.30, 1.89], [2.27, -2.23, 2.80], [7.02, 3.11, -2.75], [5.57, -0.72, -3.83], [3.98, 0.07, -4.21], [1.18, 1.22, -2.10], [2.58, 1.35, -3.23], [0.18, -0.66, -3.31], [0.89, 0.44, -4.57], [0.33, 0.12, -0.65], [-1.23, -1.64, -0.39], [-0.93, -3.76, 0.97], [0.87, -3.56, 1.07], [-0.25, -2.52, 2.11], [7.14, -2.31, -0.61], [7.50, -0.03, -2.78], [8.73, -0.95, -1.83], [8.03, 0.00, 0.38], [6.75, 1.12, -0.44], [8.53, 1.30, -0.78], [4.57, -2.73, 3.06], [-9.54, 2.41, -1.75], [-8.45, 2.13, -0.79], [-7.73, 3.16, -0.30], [-6.73, 2.93, 0.63], [-6.45, 1.64, 1.07], [-7.20, 0.60, 0.51], [-8.19, 0.87, -0.42], [-5.43, 1.37, 2.10], [-5.77, 0.72, 3.29], [-4.81, 0.42, 4.23], [-3.52, 0.74, 4.01], [-3.16, 1.39, 2.89], [-4.09, 1.72, 1.93], [-2.48, 0.38, 5.00], [-9.12, 2.95, -2.60], [-10.29, 3.01, -1.24], [-9.98, 1.47, -2.09], [-7.99, 4.15, -0.64], [-6.19, 3.79, 1.03], [-7.01, -0.43, 0.80], [-8.78, 0.07, -0.86], [-6.80, 0.44, 3.49], [-5.05, -0.09, 5.15], [-2.11, 1.64, 2.78], [-3.76, 2.22, 1.02], [-1.97, 1.29, 5.31], [-1.79, -0.32, 4.52], [-2.94, -0.10, 5.86]],
  "total_charge": 2,
  "homo_ha": -0.4391,
  "gap_ha": 0.1545
}

Record 5
{
  "formula": "FH4NO5P2S2",
  "method": "the ωB97M-V functional and the def2-TZVPD basis",
  "species": ["O", "P", "N", "P", "O", "O", "S", "S", "O", "O", "F", "H", "H", "H", "H"],
  "positions_angstrom": [[1.55, -1.48, 1.14], [1.19, -1.17, -0.25], [0.08, 0.16, -0.51], [-1.36, 0.10, 0.48], [-0.83, 0.10, 1.96], [-1.72, -1.45, 0.29], [-2.66, 1.39, 0.03], [0.83, 1.64, -0.78], [2.23, 1.46, -0.62], [0.27, 2.25, -1.91], [0.36, 2.43, 0.47], [0.46, -2.16, -0.90], [2.23, -0.85, -1.13], [-0.66, -0.77, 2.34], [-1.98, -1.64, -0.62]],
  "total_charge": 0,
  "homo_ha": -0.3691,
  "gap_ha": 0.3739,
  "smiles": "O=[PH2]N(P(O)(O)=S)S(=O)(=O)F"
}

Record 6
{
  "formula": "C4H13N2O",
  "method": "the ωB97M-V functional and the def2-TZVPD basis",
  "species": ["C", "C", "C", "N", "C", "N", "H", "H", "H", "H", "H", "H", "H", "H", "H", "H", "H", "H", "H", "O"],
  "positions_angstrom": [[-0.06, 2.03, -2.48], [0.48, 1.90, -1.05], [-0.20, 0.82, -0.20], [0.68, -1.45, 1.69], [0.90, -1.41, 0.37], [0.49, -0.49, -0.44], [0.01, 1.09, -3.03], [0.56, 2.79, -2.95], [-1.10, 2.33, -2.53], [1.53, 1.59, -1.14], [0.47, 2.83, -0.49], [-0.08, 1.01, 0.86], [-1.23, 0.62, -0.47], [1.34, -2.06, 2.14], [-0.25, -1.47, 2.14], [1.51, -2.20, -0.05], [0.62, -0.63, -1.43], [-1.58, -3.16, 3.09], [-2.28, -1.82, 3.33], [-1.78, -2.31, 2.66]],
  "total_charge": 1,
  "homo_ha": -0.5451,
  "gap_ha": 0.4277,
  "de_lowest_kcal_mol": 25.2
}